{"formula": "C23H58O13", "method": "the ωB97M-V functional and the def2-TZVPD basis", "largest_force_ev_per_a": 2.2, "lumo_energy_ev": -1.05, "homo_lumo_gap_ha": 0.3170, "spin_multiplicity": 1, "smiles": "CC(C)C[C@@H](C)COC1=CC(=O)C=CC1=O.CO.CO.CO.CO.CO.CO.CO.CO.CO.CO", "elements": ["C", "C", "C", "C", "C", "C", "C", "O", "C", "C", "C", "O", "C", "C", "C", "O", "H", "H", "H", "H", "H", "H", "H", "H", "H", "H", "H", "H", "H", "H", "H", "H", "H", "H", "C", "O", "H", "H", "H", "H", "C", "O", "H", "H", "H", "H", "C", "O", "H", "H", "H", "H", "C", "O", "H", "H", "H", "H", "C", "O", "H", "H", "H", "H", "C", "O", "H", "H", "H", "H", "C", "O", "H", "H", "H", "H", "C", "O", "H", "H", "H", "H", "C", "O", "H", "H", "H", "H", "C", "O", "H", "H", "H", "H"], "xyz": [[-4.48421, 1.13110, 0.26514], [-4.07329, -0.04345, -0.62032], [-2.64600, 0.13504, -1.14107], [-4.31892, -1.40544, 0.05610], [-3.47939, -1.62965, 1.33726], [-4.42894, -1.56026, 2.56140], [-2.79802, -2.99949, 1.42821], [-2.18513, -3.48508, 0.22471], [-1.20375, -2.74710, -0.24832], [-0.41232, -1.92892, 0.41954], [0.58343, -1.15540, -0.31382], [1.19843, -0.29705, 0.25964], [0.83175, -1.34420, -1.76042], [0.06083, -2.15357, -2.42297], [-1.01145, -2.89280, -1.72707], [-1.70112, -3.62067, -2.36640], [-5.47149, 0.98948, 0.69995], [-3.75789, 1.33389, 1.05343], [-4.51197, 2.02483, -0.35685], [-4.73558, -0.01307, -1.48890], [-2.47024, -0.57559, -1.94953], [-2.56484, 1.13844, -1.57595], [-1.94336, 0.05629, -0.31479], [-5.36518, -1.37292, 0.36699], [-4.24807, -2.23131, -0.65307], [-2.78151, -0.80250, 1.46343], [-3.87495, -1.44334, 3.49025], [-5.14314, -0.75671, 2.40995], [-5.00244, -2.48603, 2.57357], [-3.55158, -3.73334, 1.69261], [-2.08239, -2.98050, 2.25388], [-0.49934, -1.79869, 1.48393], [1.64367, -0.80306, -2.21645], [0.22762, -2.28564, -3.47922], [1.29772, 0.70318, 3.77045], [0.12608, 1.35949, 3.29715], [1.29310, 0.72106, 4.85755], [1.30461, -0.33436, 3.42501], [2.18754, 1.22241, 3.40560], [0.15494, 1.32956, 2.33396], [1.86107, -5.45695, -4.42835], [0.70909, -4.69292, -4.76987], [2.60465, -5.31483, -5.20850], [2.27540, -5.12001, -3.47408], [1.61019, -6.51858, -4.36268], [0.05710, -4.82691, -4.07213], [4.44146, 2.88608, 1.33317], [3.65655, 2.67697, 0.15814], [5.03055, 3.79175, 1.20655], [3.78800, 3.00126, 2.19742], [5.11497, 2.03643, 1.48456], [3.14640, 1.86957, 0.29714], [5.20425, 3.99798, 4.70611], [3.82197, 3.88259, 4.36703], [5.75990, 3.27173, 4.12261], [5.56864, 4.99961, 4.47057], [5.35371, 3.79357, 5.76850], [3.34449, 4.53336, 4.89145], [-5.69428, -4.20311, 5.62125], [-5.43613, -4.48076, 4.24807], [-5.69791, -3.12390, 5.75200], [-6.66795, -4.60225, 5.91570], [-4.91510, -4.63730, 6.25268], [-5.43472, -5.43747, 4.14115], [3.96910, 2.31284, -3.75324], [4.28894, 1.34999, -2.75502], [3.56244, 1.78629, -4.61422], [3.22241, 3.01790, -3.37768], [4.86512, 2.85897, -4.06007], [4.64219, 1.83194, -1.99720], [-1.92279, 1.53140, -4.51607], [-2.06799, 2.40259, -3.39746], [-2.80051, 0.88985, -4.56060], [-1.84801, 2.10420, -5.44388], [-1.02946, 0.91087, -4.39178], [-1.28795, 2.96840, -3.35794], [8.44147, 2.89274, 3.29661], [8.34347, 3.86722, 4.33232], [7.57114, 2.24408, 3.35638], [8.45960, 3.37613, 2.31645], [9.34374, 2.28967, 3.42319], [9.11985, 4.43237, 4.26574], [0.51089, 4.07273, -0.30470], [0.74882, 3.63996, -1.64415], [0.49950, 5.15953, -0.28931], [-0.45725, 3.69815, 0.04050], [1.30445, 3.71113, 0.35231], [0.75657, 2.67666, -1.63558], [-2.75763, -2.09139, -5.48215], [-3.89956, -1.37273, -5.94319], [-2.80116, -2.14976, -4.39736], [-2.75355, -3.10295, -5.89423], [-1.84217, -1.57023, -5.77756], [-3.84724, -1.32913, -6.90317]], "lowdin_charge": [-0.07, -0.41, -0.05, -0.13, -0.32, -0.05, -0.13, 0.02, -0.24, 0.06, -0.40, 0.09, 0.03, 0.01, -0.32, 0.15, 0.07, 0.08, 0.08, 0.13, 0.08, 0.07, 0.07, 0.11, 0.12, 0.12, 0.09, 0.07, 0.07, 0.13, 0.13, 0.13, 0.13, 0.12, -0.15, -0.13, 0.08, 0.07, 0.07, 0.05, -0.16, -0.14, 0.08, 0.07, 0.08, 0.06, -0.14, -0.14, 0.08, 0.05, 0.08, 0.07, -0.15, -0.14, 0.05, 0.08, 0.08, 0.08, -0.15, -0.14, 0.08, 0.08, 0.08, 0.07, -0.16, -0.14, 0.07, 0.07, 0.07, 0.05, -0.15, -0.14, 0.07, 0.08, 0.07, 0.06, -0.16, -0.13, 0.06, 0.08, 0.08, 0.08, -0.14, -0.13, 0.08, 0.08, 0.06, 0.06, -0.16, -0.13, 0.06, 0.08, 0.07, 0.07]}